Below is a cluster of 2 separate species, C7H10N2O in total in a non-equilibrium geometry, with properties calculated with ωB97M-V with the def2-TZVPD basis set.

- Structure (SMILES): [H]/N=C/C=C=O.CC(C)C#N
- Energy relative to the best compared isomer or geometry (same formula, charge and spin): 75.2 kcal/mol
- Largest force on an atom: 5.2 eV/A
- HOMO energy: -8.85 eV
- Kohn-Sham gap: 9.7 eV

Geometry (Å):
1 H -1.226 -2.254 -0.070
2 N -1.705 -1.401 -0.099
3 C -1.976 -0.879 1.012
4 C -2.589 0.449 1.087
5 C -3.180 0.837 -0.035
6 O -3.760 0.905 -1.030
7 H -1.732 -1.387 2.024
8 H -2.310 1.154 1.969
9 C 1.949 -0.682 0.516
10 C 1.833 0.611 -0.262
11 C 1.262 0.401 -1.727
12 C 0.868 1.498 0.368
13 N 0.090 2.064 0.998
14 H 2.336 -0.662 1.549
15 H 2.689 -1.185 -0.124
16 H 1.001 -1.239 0.369
17 H 2.824 0.998 -0.365
18 H 0.371 0.897 -1.792
19 H 1.202 -0.708 -1.882
20 H 2.054 0.583 -2.506